A structure of composition C48H40N11O4SSiSn at a distorted geometry. Source: the Open Molecules 2025 dataset; level of theory: ωB97M-V with the def2-TZVPD basis set.

Positions of all 106 atoms, in Å:
Sn: 0.84 1.48 -0.51
C: 4.73 2.91 4.53
C: 5.71 2.30 3.75
C: 5.36 1.51 2.66
C: 4.02 1.35 2.37
C: 3.31 0.70 1.27
N: 1.97 0.91 1.41
C: 1.75 1.68 2.53
N: 0.61 2.13 2.96
C: -0.54 2.02 2.32
C: -1.82 2.34 2.90
C: -2.21 2.82 4.15
C: -3.55 3.05 4.37
C: -4.52 2.78 3.38
C: -4.15 2.29 2.15
C: -2.79 2.09 1.90
C: -2.07 1.60 0.74
N: -2.70 1.12 -0.34
C: -2.07 0.43 -1.26
N: -0.74 0.20 -1.40
C: -0.53 -0.69 -2.44
N: 0.60 -1.17 -2.88
C: 1.78 -0.98 -2.28
N: 1.99 -0.41 -1.06
C: 3.33 -0.38 -0.80
N: 3.94 0.10 0.28
C: 4.04 -0.94 -1.94
C: 5.39 -1.02 -2.26
C: 5.73 -1.50 -3.51
C: 4.75 -1.91 -4.42
C: 3.41 -1.84 -4.11
C: 3.05 -1.32 -2.87
C: -1.82 -1.01 -3.04
C: -2.19 -1.84 -4.09
C: -3.53 -1.91 -4.42
C: -4.49 -1.18 -3.71
C: -4.13 -0.38 -2.64
C: -2.79 -0.31 -2.31
N: -0.75 1.62 1.02
C: 3.03 1.97 3.16
C: 3.39 2.76 4.25
H: 5.04 3.53 5.36
H: 6.76 2.45 3.99
H: 6.11 1.04 2.03
H: -1.47 3.02 4.91
H: -3.88 3.44 5.33
H: -5.56 2.98 3.60
H: -4.88 2.07 1.38
H: 6.14 -0.72 -1.54
H: 6.78 -1.55 -3.80
H: 5.06 -2.29 -5.39
H: 2.64 -2.16 -4.81
H: -1.44 -2.41 -4.63
H: -3.84 -2.54 -5.25
H: -5.53 -1.25 -4.01
H: -4.87 0.18 -2.08
H: 2.62 3.24 4.84
C: -1.46 -6.95 -0.94
C: -2.25 -5.88 -0.21
S: -1.88 -6.01 1.56
O: -0.53 -5.57 1.79
O: -2.25 -7.33 1.98
C: -3.07 -4.84 2.28
C: -2.53 -4.01 3.44
N: -1.47 -3.10 3.03
C: -1.64 -2.05 2.17
N: -0.50 -1.44 1.91
C: 0.46 -2.10 2.60
C: -0.11 -3.13 3.31
N: 0.54 -4.04 4.16
O: -0.12 -4.78 4.89
O: 1.76 -4.02 4.17
C: -2.95 -1.66 1.60
H: -1.69 -6.94 -2.01
H: -1.71 -7.93 -0.53
H: -0.39 -6.79 -0.81
H: -3.32 -6.03 -0.29
H: -1.96 -4.87 -0.52
H: -3.90 -5.46 2.59
H: -3.38 -4.20 1.45
H: -2.13 -4.66 4.21
H: -3.34 -3.42 3.86
H: 1.49 -1.79 2.59
H: -3.78 -2.07 2.16
H: -3.02 -1.98 0.55
H: -3.03 -0.57 1.59
C: -2.06 4.33 -1.83
Si: -0.47 3.40 -2.30
C: -0.73 2.51 -3.96
C: 1.00 4.58 -2.43
C: 0.94 5.92 -2.06
C: 2.09 6.71 -2.01
C: 3.32 6.16 -2.34
C: 3.40 4.83 -2.71
C: 2.26 4.05 -2.76
H: -2.36 5.04 -2.61
H: -1.94 4.86 -0.89
H: -2.87 3.61 -1.69
H: -0.76 3.23 -4.79
H: -1.66 1.95 -3.96
H: 0.08 1.80 -4.16
H: -0.01 6.36 -1.80
H: 2.02 7.75 -1.72
H: 4.22 6.77 -2.28
H: 4.36 4.39 -2.96
H: 2.34 3.01 -3.05

Gap between HOMO and LUMO (spin up / spin down)   3.928 / 4.070 eV
Energy above the lowest of the compared OMol25 structures with the same formula, charge and spin   53.9 kcal per mole
Largest force on an atom   0.020 Eh/bohr
HOMO energy (spin up / spin down)   -2.87 / -2.86 eV
Total charge   -1
Calculated total energy   -3658.48027 a.u.

=====

A cluster of 2 separate species, C5H10N2O2S in total at a distorted geometry. Source: the Open Molecules 2025 dataset; level of theory: ωB97M-V with the def2-TZVPD basis set.

Positions of all 20 atoms, in Å:
C: 0.35 1.97 -1.39
C: -0.60 0.75 0.71
C: 0.42 0.10 -0.14
C: -2.01 0.12 0.79
C: 0.66 -1.35 0.22
N: 0.81 0.66 -1.20
N: 2.98 0.31 0.60
O: 3.24 -0.16 1.65
O: 3.57 -0.33 -0.47
S: -0.72 2.47 0.13
H: 1.03 2.68 -1.74
H: -0.44 1.79 -2.14
H: -0.15 0.88 1.77
H: -2.14 -0.38 -0.25
H: -2.80 0.99 0.87
H: -2.16 -0.53 1.56
H: 1.55 -1.63 -0.34
H: -0.31 -1.79 -0.22
H: 0.72 -1.53 1.23
H: 3.13 0.03 -1.17

<S²>   2.0084
Gap between HOMO and LUMO (spin up / spin down)   8.743 / 6.554 eV
Energy above the lowest of the compared OMol25 structures with the same formula, charge and spin   24.4 kcal per mole
Largest force on an atom   0.099 Eh/bohr
2S+1   3
HOMO energy (spin up / spin down)   -7.94 / -8.61 eV
Calculated total energy   -854.46367 a.u.

=====

A cluster of 3 separate species, C20H26BF6N2O6PS in total at a distorted geometry. Source: the Open Molecules 2025 dataset; level of theory: ωB97M-V with the def2-TZVPD basis set.

Positions of all 63 atoms, in Å:
C: -1.47 3.11 2.19
C: -1.12 3.53 0.64
B: 0.16 2.62 0.06
O: 0.49 1.25 0.59
C: 1.13 3.14 -1.19
C: 1.54 4.71 -1.31
N: 2.39 5.34 -2.38
C: 2.85 4.26 -3.31
C: 3.84 4.74 -4.57
S: 4.32 6.56 -4.67
C: 4.43 3.74 -5.73
C: 4.03 2.14 -5.59
O: 4.59 1.23 -6.64
C: 3.10 1.61 -4.35
P: 2.67 -0.24 -4.13
C: 4.21 -1.37 -4.16
C: 1.30 -0.83 -5.31
C: 2.49 2.68 -3.23
N: 1.61 2.10 -2.15
H: -2.64 2.89 2.24
H: -1.15 3.99 2.91
H: -0.94 2.14 2.58
H: -2.11 3.33 0.01
H: -0.85 4.67 0.50
H: 1.49 1.17 0.38
H: 1.12 5.45 -0.47
H: 3.80 7.18 -5.81
H: 5.12 4.14 -6.61
H: 5.53 1.05 -6.34
H: 4.68 -1.54 -5.22
H: 5.02 -0.88 -3.46
H: 3.92 -2.40 -3.63
H: 1.68 -1.39 -6.28
H: 0.67 -1.65 -4.71
H: 0.56 0.05 -5.55
C: -0.30 -1.96 0.76
C: -0.18 -2.29 2.24
O: -0.20 -3.71 2.45
C: 0.98 -4.36 2.21
O: 2.01 -3.81 1.83
C: 0.84 -5.85 2.51
F: -0.30 -6.39 1.98
F: 0.79 -6.10 3.85
F: 1.87 -6.60 2.03
H: -1.19 -2.43 0.34
H: -0.37 -0.88 0.61
H: 0.56 -2.33 0.20
H: -1.04 -1.88 2.78
H: 0.72 -1.84 2.68
C: -7.05 -2.81 5.38
C: -5.64 -3.35 5.16
O: -4.87 -2.44 4.35
C: -4.35 -1.36 5.00
O: -4.51 -1.13 6.20
C: -3.52 -0.50 4.04
F: -4.15 -0.28 2.85
F: -2.33 -1.09 3.73
F: -3.21 0.72 4.54
H: -7.53 -2.59 4.42
H: -7.66 -3.53 5.93
H: -7.03 -1.87 5.94
H: -5.70 -4.30 4.61
H: -5.13 -3.55 6.11

Gap between HOMO and LUMO   6.014 eV
Largest force on an atom   0.142 Eh/bohr
SMILES   CCB(O)c1cnc2c(S)cc(O)c(P(C)C)c2n1.CCOC(=O)C(F)(F)F.CCOC(=O)C(F)(F)F
HOMO energy   -7.65 eV
Calculated total energy   -2701.82151 a.u.